22
Properties=species:S:1:pos:R:3:forces:R:3 method="wB97M-V/def2-TZVPD" e_above_lowest_ev=2.827 max_force_ev_per_a=1.840 lumo_energy_ha=-0.1559 energy_ha=-620.49819 charge=+1 orbital_gap_ev=9.522 e_homo_ev=-13.77
C -0.437053 -0.978265 2.184897 0.0 1.4 -1.2
C -0.846487 -0.171208 1.142486 0.0 -1.1 1.4
C 0.641338 -0.768483 -1.800434 0.5 0.0 0.4
C 0.858503 1.691497 1.146020 -0.1 0.2 0.1
C -0.236941 0.956219 0.443978 0.7 -0.7 -0.5
N -1.444432 -1.854602 2.398675 0.1 -0.5 0.5
N -2.377949 -1.651373 1.606666 -1.1 -0.9 0.0
N 1.264606 -1.803042 -2.362054 -0.2 -0.1 -0.4
N 0.968441 -0.225417 -0.670370 -0.6 0.9 0.4
N -1.027321 1.639538 -0.388338 -0.3 0.1 -0.1
O -0.367334 -0.300720 -2.514623 -0.2 -0.2 -0.4
O -2.068129 -0.605920 0.781906 0.8 1.0 -0.5
H 0.462074 -0.981994 2.767465 0.1 0.0 0.1
H 0.407694 2.313963 1.921599 -0.1 0.0 0.0
H 1.561121 1.018192 1.625278 0.0 -0.1 0.0
H 1.397905 2.336624 0.458779 0.0 0.0 -0.1
H 2.050580 -2.267771 -1.942138 -0.1 0.1 0.1
H 0.956876 -2.106888 -3.272700 0.1 0.0 0.0
H 1.735675 -0.623306 -0.152724 0.1 -0.2 -0.1
H -0.764914 0.490500 -2.123445 0.3 -0.1 0.1
H -0.758470 2.561643 -0.691771 -0.1 0.1 0.0
H -1.975781 1.330813 -0.559152 0.0 0.1 0.1

---

17
Properties=species:S:1:pos:R:3:forces:R:3 method="wB97M-V/def2-TZVPD" e_above_lowest_ev=2.027 max_force_ev_per_a=4.224 lumo_energy_ha=0.1289 energy_ha=-326.41082 smiles="C=NCCCC[O-]" charge=-1 orbital_gap_ev=5.652 e_homo_ev=-2.14
C 2.192187 0.819864 -1.861570 -1.4 1.2 1.2
N 0.955953 1.164663 -1.916334 1.7 -1.0 -2.1
C 0.176369 1.194174 -0.702396 3.8 1.7 0.2
C -0.134238 -0.107091 -0.114351 2.1 0.9 2.7
C -1.110300 -0.062113 1.002347 0.0 -2.7 0.7
C -1.294132 -1.646590 1.368948 -1.1 0.8 -0.3
O -2.155021 -1.832987 2.329067 -0.6 -0.4 1.1
H 2.815549 0.870964 -2.813657 -0.6 -0.4 1.5
H 2.571554 0.677724 -0.772023 0.3 -0.2 -1.9
H 0.792458 1.952535 -0.124883 -0.4 -1.2 0.8
H -0.619242 1.805807 -0.854759 -3.0 1.2 -0.9
H -0.363274 -0.822517 -0.824469 -1.0 -1.3 -1.8
H 0.781419 -0.549228 0.357726 -0.3 0.4 -0.5
H -0.756310 0.199709 1.967478 1.1 0.9 0.7
H -2.011310 0.522912 0.944675 -0.8 -0.2 -0.9
H -0.243070 -2.022671 1.600802 -0.1 0.3 -0.3
H -1.598592 -2.165156 0.413399 0.3 0.1 -0.3

---

17
Properties=species:S:1:pos:R:3:forces:R:3 method="wB97M-V/def2-TZVPD" e_above_lowest_ev=0.599 max_force_ev_per_a=1.611 lumo_energy_ha=0.1476 energy_ha=-326.46331 smiles="C=CC[C@H](N)C[O-]" charge=-1 orbital_gap_ev=6.504 e_homo_ev=-2.49
C 2.622380 -0.334151 -0.736544 -0.5 -0.1 -0.3
C 1.827270 -0.130007 0.309412 -0.7 1.3 -0.6
C 0.455770 -0.706543 0.442210 -0.4 -1.0 -0.1
C -0.600182 0.199373 -0.210694 -0.2 -0.8 0.1
N -0.551951 1.546292 0.363777 -0.1 0.2 -0.1
C -2.046654 -0.341265 -0.069043 -0.4 0.7 1.0
O -2.914220 0.452570 -0.713406 0.0 -0.3 -0.4
H 2.355759 -1.090038 -1.472264 0.2 -0.2 0.2
H 3.353223 0.396096 -1.058981 0.3 -0.1 0.3
H 1.924604 0.833081 0.812760 0.4 -0.3 0.4
H 0.383377 -1.676700 -0.068575 0.2 0.1 -0.1
H 0.106564 -0.928404 1.459755 0.4 0.3 0.2
H -0.426400 0.172135 -1.293071 0.2 0.6 0.1
H -0.715437 1.398160 1.362583 0.1 0.0 0.0
H -1.452102 1.941925 0.069828 0.1 0.0 -0.2
H -2.248797 -0.285436 1.049253 0.3 -0.2 0.2
H -2.073205 -1.447080 -0.246996 0.1 0.0 -0.5

---

17
Properties=species:S:1:pos:R:3:forces:R:3 method="wB97M-V/def2-TZVPD" e_above_lowest_ev=5.169 max_force_ev_per_a=4.032 lumo_energy_ha="0.1520 / 0.1606" energy_ha=-326.29535 charge=-1 orbital_gap_ev="5.674 / 6.927" e_homo_ev="-1.54 / -2.56"
C 1.661375 -0.372880 0.261997 1.1 -0.3 0.6
C 0.451292 -0.867494 0.114281 0.0 0.5 0.1
C 1.887836 1.081174 0.521481 -1.2 2.4 -2.0
C -0.235730 -2.156159 -0.044658 2.6 0.3 -3.0
C -1.720587 1.278040 -0.600631 -0.2 3.0 0.6
N -1.868881 0.446227 0.545514 1.6 -1.1 1.9
O -2.520470 -0.625803 0.381316 -0.6 0.6 -0.7
H 2.696285 -0.910290 0.399652 -1.7 0.1 -0.4
H 2.867423 1.446173 0.308857 1.2 -0.1 -0.5
H 1.744631 1.428610 1.492237 -0.4 -0.1 2.3
H 1.215524 1.875872 -0.007521 0.7 -1.8 0.3
H -0.056011 -2.481051 -1.149043 -0.4 0.6 1.3
H -1.275040 -1.869339 -0.005001 -1.0 -1.0 0.9
H 0.320850 -2.949483 0.467136 -1.0 -0.2 0.8
H -1.378816 0.846865 -1.477960 0.9 -1.2 -1.7
H -2.743654 1.601831 -0.830017 -0.2 0.5 -0.1
H -1.046029 2.227707 -0.377634 -1.4 -2.0 -0.2

---

17
Properties=species:S:1:pos:R:3:forces:R:3 method="wB97M-V/def2-TZVPD" e_above_lowest_ev=2.238 max_force_ev_per_a=5.332 lumo_energy_ha=0.1426 energy_ha=-326.40307 smiles=[O-]C[C@@H]1CCCN1 charge=-1 orbital_gap_ev=5.712 e_homo_ev=-1.83
O -0.939044 -0.179629 -2.576544 -1.0 -1.0 -0.1
C -0.532480 0.518087 -1.533101 4.2 -2.0 -2.6
C 0.432052 -0.266177 -0.478501 -1.7 1.4 0.6
C -0.397575 -1.187657 0.521563 -0.1 0.7 -2.4
C 0.101281 -0.673174 1.836565 -0.4 -0.8 2.7
C 0.360327 0.856364 1.749177 -1.9 -1.1 -4.4
N 0.979981 0.938205 0.350105 0.0 -1.3 0.7
H -1.400943 0.866760 -0.972608 0.2 1.5 0.7
H 0.469715 1.135826 -2.024816 -2.4 0.6 1.6
H 1.136210 -0.853768 -1.045748 0.6 0.3 -0.2
H -0.427620 -2.323939 0.404171 0.9 1.5 0.1
H -1.459944 -0.946177 0.213319 0.7 0.1 1.1
H 0.994595 -1.250658 2.186026 -0.3 0.6 -0.5
H -0.689261 -0.971006 2.531709 0.1 0.4 0.8
H 0.911458 1.464956 2.466009 -0.2 -0.5 0.2
H -0.645799 1.284379 1.397221 1.0 -0.1 1.7
H 1.982444 0.978572 0.432105 0.4 -0.4 -0.1

---

17
Properties=species:S:1:pos:R:3:forces:R:3 method="wB97M-V/def2-TZVPD" e_above_lowest_ev=1.364 max_force_ev_per_a=1.910 lumo_energy_ha=0.1454 energy_ha=-326.43517 smiles="C=CC[C@H](N)C[O-]" charge=-1 orbital_gap_ev=6.407 e_homo_ev=-2.45
C -0.815028 1.546008 -2.093693 -0.1 0.2 -0.2
C -0.363940 0.608364 -1.240800 0.7 0.9 -0.9
C 0.088199 0.949825 0.149109 0.4 -0.5 -0.1
C 0.510012 -0.269703 0.980774 -0.4 -0.7 -1.7
N 1.611917 -0.991961 0.327074 -0.4 1.1 -0.6
C -0.700542 -1.267796 1.161015 0.6 0.6 0.7
O -0.325590 -2.325388 1.879839 -0.3 -0.2 0.2
H -0.488492 2.585408 -2.065277 -0.8 0.2 1.0
H -1.516433 1.359131 -2.903461 0.8 -0.5 -0.6
H -0.064897 -0.333559 -1.694045 -1.2 -0.7 0.7
H 0.896244 1.679399 0.050363 0.1 0.2 0.3
H -0.768739 1.378127 0.673322 0.1 0.4 -0.1
H 0.801058 0.042426 1.967084 0.1 0.2 0.6
H 2.455007 -0.924838 0.868933 0.1 -0.6 0.1
H 1.285886 -1.933611 0.165806 0.5 -0.4 0.6
H -1.143808 -1.564973 0.178876 0.2 0.4 -0.3
H -1.460860 -0.536867 1.595085 -0.2 -0.5 0.2

---

17
Properties=species:S:1:pos:R:3:forces:R:3 method="wB97M-V/def2-TZVPD" e_above_lowest_ev=1.985 max_force_ev_per_a=3.795 lumo_energy_ha=0.1468 energy_ha=-326.41234 smiles="C=CC[C@@H](N)C[O-]" charge=-1 orbital_gap_ev=6.179 e_homo_ev=-2.19
C -3.017788 0.018618 -0.490937 -0.3 0.1 -0.5
C -1.763313 0.468532 -0.384037 -1.6 -0.5 1.5
C -0.549651 -0.396988 -0.366656 0.4 1.8 0.2
C 0.329972 0.122267 0.760430 3.5 0.4 -0.9
N 0.811770 -0.844946 1.805734 -2.5 0.8 -1.0
C 1.866626 0.684602 -0.197449 -3.7 0.6 0.4
O 2.044507 0.077373 -1.317175 1.0 -0.4 0.3
H -3.308662 -0.983283 -0.751778 0.6 -0.6 -0.1
H -3.922066 0.598454 -0.409435 0.1 0.8 0.3
H -1.660870 1.478632 0.072620 0.2 -0.5 -1.0
H -0.043721 -0.297512 -1.349121 0.6 0.1 0.4
H -0.696020 -1.452167 -0.286872 -0.8 -0.8 0.2
H 0.137325 1.131112 1.159427 -0.7 -0.7 0.2
H 0.198447 -1.649767 1.597077 1.4 -0.1 0.6
H 1.806601 -0.963199 1.676210 0.0 -0.8 -0.3
H 1.403890 1.717714 -0.300586 0.9 0.1 0.0
H 2.474312 0.663432 0.723029 1.0 -0.2 -0.3

---

17
Properties=species:S:1:pos:R:3:forces:R:3 method="wB97M-V/def2-TZVPD" e_above_lowest_ev=2.736 max_force_ev_per_a=4.223 lumo_energy_ha=0.1314 energy_ha=-326.38475 smiles="C=NCCCC[O-]" charge=-1 orbital_gap_ev=5.781 e_homo_ev=-2.21
C -0.878664 1.609751 2.121373 0.2 0.2 -2.0
N -1.808878 1.197117 1.350770 -0.9 -1.5 2.9
C -1.412754 0.706030 0.056899 3.7 1.9 -0.5
C -0.058785 -0.120773 0.254721 1.8 -0.1 -0.4
C 0.432011 -0.542024 -1.238293 -2.7 2.2 2.4
C 1.552728 -1.547047 -1.251388 -1.7 -1.3 1.9
O 2.236685 -1.647481 -2.315425 1.7 -0.1 -2.5
H -0.705386 1.577262 3.193751 -1.6 0.4 0.3
H 0.022923 1.943699 1.627171 0.7 0.0 0.0
H -1.187445 1.640239 -0.575082 -0.1 -1.3 0.4
H -2.036470 0.053997 -0.551849 -0.9 0.3 0.8
H -0.173013 -0.956339 1.014736 -0.6 0.4 -1.3
H 0.840047 0.417228 0.822457 -2.0 -0.5 -1.6
H 0.726064 0.498705 -1.622145 -0.5 -1.6 -0.3
H -0.592146 -0.948263 -1.620483 2.0 0.7 -0.5
H 2.125258 -1.393873 -0.296574 0.3 0.3 0.3
H 0.917826 -2.488227 -0.970639 0.4 -0.1 0.1

---

17
Properties=species:S:1:pos:R:3:forces:R:3 method="wB97M-V/def2-TZVPD" e_above_lowest_ev=3.596 max_force_ev_per_a=3.237 lumo_energy_ha=-0.1656 energy_ha=-326.14965 smiles="[NH3+]/C=C/CCC=O" charge=+1 orbital_gap_ev=8.423 e_homo_ev=-12.93
N -1.117661 2.253515 1.213184 -1.0 0.9 -1.9
C -1.518259 1.012208 0.449211 0.0 -0.6 1.6
C -0.476788 0.380093 -0.117680 -1.4 -1.6 -2.5
C -0.361729 -1.130107 -0.171526 0.0 -1.1 -0.8
C 0.976790 -1.737558 -0.734391 -1.3 1.1 -0.1
C 2.190109 -0.895450 -0.693328 1.0 1.0 -0.2
O 2.242211 0.315141 -0.593257 -0.3 -0.8 0.4
H -0.299489 2.635570 0.732578 0.2 0.1 -0.1
H -1.832503 3.021567 1.226274 0.6 -0.8 0.5
H -0.758030 1.956150 2.123474 -0.6 0.3 0.1
H -2.523669 0.584997 0.644521 1.1 0.2 0.9
H -0.044665 0.820927 -1.021068 1.5 0.9 1.3
H -0.474230 -1.597806 0.815389 -0.4 0.5 -0.1
H -1.079218 -1.635647 -0.861737 -0.2 0.7 0.7
H 1.079517 -2.696583 -0.232879 0.4 -0.1 -0.4
H 0.883214 -1.860577 -1.833127 0.0 -0.5 0.4
H 3.114401 -1.426439 -0.945638 0.3 -0.3 0.1

---

17
Properties=species:S:1:pos:R:3:forces:R:3 method="wB97M-V/def2-TZVPD" e_above_lowest_ev=3.395 max_force_ev_per_a=4.067 lumo_energy_ha=-0.1261 energy_ha=-326.15704 smiles="CC(=O)[C@H]1[NH2+][C@@H]1C" charge=+1 orbital_gap_ev=11.198 e_homo_ev=-14.63
C 1.607186 -2.325582 -0.187581 1.4 -2.6 1.5
C 0.268713 -1.712518 -0.014581 -0.7 4.0 -0.2
O -0.759113 -2.159741 0.396536 0.8 -0.2 -0.4
C 0.022570 0.112456 -0.398222 2.1 -2.3 1.1
N -1.396684 0.308182 -0.265467 -0.9 0.5 -1.3
C -0.509837 1.102967 0.605684 0.5 -2.1 -1.0
C -0.411419 2.511105 0.225041 -0.2 1.0 1.2
H 1.919560 -2.625742 0.942621 -0.7 0.5 -2.6
H 2.553410 -1.866357 -0.634470 -2.0 0.1 0.4
H 1.393342 -3.318145 -0.743312 0.5 1.4 1.0
H 0.645311 0.499459 -1.205614 -0.7 0.0 -0.2
H -1.910967 0.876862 -0.969191 0.2 -1.0 0.6
H -1.740572 -0.617418 0.032785 -0.7 0.1 0.3
H -0.548011 0.936867 1.642261 -0.2 -0.9 1.1
H -1.082984 2.651004 -0.684512 1.2 0.7 1.2
H 0.688651 2.583777 0.033033 -1.1 1.1 -0.1
H -0.739156 3.042824 1.224988 0.6 -0.1 -2.6